Entry one
This record from OMol25 describes one molecule with the formula C5H11NO2. The level of theory is the ωB97M-V functional and the def2-TZVPD basis.

The calculation puts the molar mass at 117.1 g mol⁻¹. For the gap between HOMO and LUMO, the calculation gives 9.198 eV. The structure (SMILES) is CN[C@@]1(O)OC1(C)C. The value obtained for the lowest unoccupied orbital energy is 0.894 eV. Its net charge is 0. The calculation puts the HOMO energy at -8.30 eV.

The geometry in XYZ format:
```
19
Properties=species:S:1:pos:R:3:mulliken_charge:R:1
O 1.481 -0.004 -0.200 -0.627
O 0.772 1.195 1.736 -0.532
N -0.209 -0.918 1.307 -0.225
C 0.134 -2.274 0.944 -0.810
C -0.699 -0.139 -1.572 -1.405
C -0.033 0.727 -0.561 0.815
C -0.133 2.195 -0.781 -1.420
C 0.517 0.203 0.736 0.707
H -1.773 -0.193 -1.371 0.278
H 1.596 0.916 2.161 0.330
H -1.082 -0.706 1.768 0.214
H -0.263 -1.136 -1.627 0.415
H 1.163 -2.342 0.582 0.276
H 0.066 -2.933 1.816 0.309
H 0.043 2.799 0.112 0.372
H -0.575 0.290 -2.573 0.382
H -0.538 -2.673 0.178 0.255
H 0.644 2.499 -1.492 0.307
H -1.113 2.494 -1.163 0.359
```

Entry two
This record from OMol25 describes one molecule with the formula C5H11NO2. The level of theory is the ωB97M-V functional and the def2-TZVPD basis.

The calculation puts the molar mass at 117.1 g mol⁻¹. For the gap between HOMO and LUMO, the calculation gives 9.609 eV. The structure (SMILES) is CC(C)[C@@H](N)C(=O)O. The value obtained for the lowest unoccupied orbital energy is 0.662 eV. Its net charge is 0. The calculation puts the HOMO energy at -8.95 eV.

The geometry in XYZ format:
```
19
Properties=species:S:1:pos:R:3:mulliken_charge:R:1
O -1.198 1.843 -0.609 -0.439
O -1.945 -0.229 -1.157 -0.573
N 0.607 -1.023 -1.335 -0.575
C 0.422 0.201 -0.470 0.140
C -1.106 0.532 -0.746 0.127
C 0.823 0.046 1.036 0.632
C 2.296 -0.309 1.254 -1.318
C -0.148 -0.871 1.718 -1.361
H 2.788 -0.326 0.239 0.354
H 0.900 0.977 -1.094 0.303
H -2.151 2.158 -0.762 0.371
H 0.696 0.998 1.538 0.327
H 1.228 -1.698 -0.869 0.220
H -0.192 -0.602 2.825 0.341
H -0.203 -1.342 -1.785 0.200
H 2.913 0.433 1.925 0.284
H 0.043 -1.921 1.519 0.316
H 2.393 -1.224 1.753 0.352
H -1.248 -0.797 1.427 0.301
```

Entry three
This record from OMol25 describes a 2-piece molecular cluster, C5H11NO2 overall. The level of theory is the ωB97M-V functional and the def2-TZVPD basis.

The calculation puts the molar mass at 117.1 g mol⁻¹. For the gap between HOMO and LUMO, the calculation gives 9.405 eV. The structure (SMILES) is C=C(C)C.NC(=O)O. The value obtained for the lowest unoccupied orbital energy is 0.393 eV. Its net charge is 0. The calculation puts the HOMO energy at -9.01 eV.

The geometry in XYZ format:
```
19
Properties=species:S:1:pos:R:3:mulliken_charge:R:1
O 0.584 -2.350 -0.503 -0.515
O 1.895 -1.092 -1.801 -0.461
N 0.072 -2.158 -2.714 -0.504
C 0.833 -1.916 -1.589 0.725
C 0.251 1.489 0.122 -1.002
C -1.001 2.264 2.098 -1.007
C -0.520 1.251 1.391 0.947
C -0.669 -0.178 1.816 -1.140
H -1.539 2.082 3.020 0.261
H -0.542 -2.951 -2.602 0.253
H -1.200 -0.231 2.767 0.350
H 1.277 1.139 0.234 0.278
H 1.767 -0.572 -2.602 0.309
H 0.301 -0.659 1.941 0.281
H 0.261 2.546 -0.131 0.353
H -0.891 3.296 1.793 0.272
H -1.227 -0.751 1.076 0.245
H -0.184 0.925 -0.704 0.156
H 0.534 -2.134 -3.613 0.197
```

Entry four
This record from OMol25 describes one molecule with the formula C5H11NO2. The level of theory is the ωB97M-V functional and the def2-TZVPD basis.

The calculation puts the molar mass at 117.1 g mol⁻¹. For the gap between HOMO and LUMO, the calculation gives 9.453 eV. The structure (SMILES) is C[C@@H](CC=O)NCO. The value obtained for the lowest unoccupied orbital energy is 0.844 eV. Its net charge is 0. The calculation puts the HOMO energy at -8.61 eV.

The geometry in XYZ format:
```
19
Properties=species:S:1:pos:R:3:mulliken_charge:R:1
O 2.245 0.064 -1.390 -0.518
O -1.664 -0.796 2.977 -0.487
N 0.566 -0.764 0.058 -0.242
C 1.939 -0.924 -0.426 -0.453
C -0.986 -0.021 2.354 -0.071
C -1.326 0.423 0.965 -0.862
C -0.224 0.459 -0.065 0.597
C -0.764 0.718 -1.472 -1.580
H 0.439 1.256 0.164 0.209
H 0.114 -1.520 0.542 0.234
H 2.581 -0.651 0.408 0.291
H -2.178 -0.149 0.585 0.349
H 1.790 -0.179 -2.210 0.304
H -1.821 1.399 1.021 0.466
H 2.060 -1.931 -0.827 0.326
H 0.031 0.966 -2.166 0.341
H -1.552 1.470 -1.445 0.373
H -1.203 -0.212 -1.851 0.379
H -0.046 0.391 2.778 0.341
```

What should be chosen as the least stable of them? Choose entry one.

Entry one
This record from OMol25 describes one molecule with the formula C5H11NO2. The level of theory is the ωB97M-V functional and the def2-TZVPD basis.

The calculation puts the molar mass at 117.1 g mol⁻¹. For the gap between HOMO and LUMO, the calculation gives 10.406 eV. The structure (SMILES) is C[C@@H](CCO)NC=O. The value obtained for the lowest unoccupied orbital energy is 0.708 eV. Its net charge is 0. The calculation puts the HOMO energy at -9.70 eV.

The geometry in XYZ format:
```
19
Properties=species:S:1:pos:R:3:mulliken_charge:R:1
O 2.538 -0.873 -0.323 -0.530
O -3.296 1.907 0.901 -0.490
N -1.794 0.400 0.054 -0.204
C 0.074 -1.223 -0.455 -1.013
C -2.321 1.625 0.315 -0.017
C 0.381 0.990 0.982 -1.269
C -0.318 0.352 -0.315 0.352
C 1.491 -1.491 -0.914 -0.528
H -0.258 1.579 1.523 0.583
H 1.310 1.672 0.728 0.196
H -0.010 0.918 -1.164 0.272
H -0.103 -1.750 0.387 0.514
H -1.956 2.521 -0.283 0.311
H 1.790 -2.642 -0.902 0.317
H -0.560 -1.570 -1.240 0.395
H 0.674 0.265 1.656 0.308
H 2.902 -1.102 0.514 0.305
H 1.626 -1.209 -1.931 0.312
H -2.171 -0.369 0.467 0.186
```

Entry two
This record from OMol25 describes one molecule with the formula C5H11NO2. The level of theory is the ωB97M-V functional and the def2-TZVPD basis.

The calculation puts the molar mass at 117.1 g mol⁻¹. For the gap between HOMO and LUMO (spin up / spin down), the calculation gives 7.878 / 7.556 eV. The value obtained for the lowest unoccupied orbital energy (spin up / spin down) is 0.848 / 0.861 eV. Its net charge is 0. The calculation puts the HOMO energy (spin up / spin down) at -7.03 / -6.69 eV.

The geometry in XYZ format:
```
19
Properties=species:S:1:pos:R:3:mulliken_charge:R:1
O 1.397 -0.801 -0.956 -0.308
O -2.204 0.786 -0.241 -0.495
N 0.196 -0.385 1.064 -0.285
C -0.668 -1.954 -0.681 -0.961
C 2.419 -0.011 -0.787 -0.540
C -0.170 1.037 1.119 -0.479
C -1.009 1.494 -0.074 -0.559
C 0.363 -0.987 -0.199 0.366
H -0.425 -2.260 -1.694 0.321
H -2.665 0.749 0.604 0.330
H -1.653 -1.496 -0.668 0.272
H -0.742 1.182 2.045 0.383
H -0.452 1.359 -1.004 0.289
H -1.215 2.569 0.051 0.353
H 3.212 -0.137 -1.491 0.266
H 0.710 1.695 1.165 0.287
H 1.012 -0.532 1.653 0.304
H 2.589 0.526 0.133 0.213
H -0.695 -2.834 -0.040 0.245
```

What should be chosen as the least stable of them? Choose entry two.

Entry one
This record from OMol25 describes a 2-piece molecular cluster, C5H11NO2 overall. The level of theory is the ωB97M-V functional and the def2-TZVPD basis.

The calculation puts the molar mass at 117.1 g mol⁻¹. For the gap between HOMO and LUMO, the calculation gives 9.149 eV. The value obtained for the lowest unoccupied orbital energy is 0.425 eV. Its net charge is 0. The calculation puts the HOMO energy at -8.72 eV.

The geometry in XYZ format:
```
19
Properties=species:S:1:pos:R:3:mulliken_charge:R:1
O -0.740 -0.855 0.726 -0.515
O 0.775 -1.762 -1.385 -0.556
N 0.843 0.412 -0.489 0.077
C -1.893 -1.306 0.070 -0.642
C 0.887 -1.116 -0.367 0.104
C 0.220 0.963 0.543 0.205
C 0.581 0.908 -1.838 -0.918
C 0.753 0.899 1.933 -1.148
H 0.783 1.979 -1.859 0.356
H -0.450 0.705 -2.132 0.344
H -2.548 -0.479 -0.240 0.214
H -0.435 1.806 0.323 0.452
H -2.481 -1.968 0.719 0.223
H -0.065 0.991 2.646 0.301
H 1.237 0.406 -2.545 0.302
H 1.425 -1.444 0.526 0.311
H 1.292 -0.021 2.137 0.266
H -1.616 -1.865 -0.837 0.266
H 1.433 1.749 2.069 0.358
```

Entry two
This record from OMol25 describes a 2-piece molecular cluster, C5H11NO2 overall. The level of theory is the ωB97M-V functional and the def2-TZVPD basis.

The calculation puts the molar mass at 117.1 g mol⁻¹. For the gap between HOMO and LUMO, the calculation gives 9.818 eV. The structure (SMILES) is O=C[C@@H]1CCCN1.O. The value obtained for the lowest unoccupied orbital energy is 0.670 eV. Its net charge is 0. The calculation puts the HOMO energy at -9.15 eV.

The geometry in XYZ format:
```
19
Properties=species:S:1:pos:R:3:mulliken_charge:R:1
O -1.610 -1.329 -1.976 -0.483
O -3.157 1.856 -0.757 -0.617
N 1.312 -1.334 -0.205 -0.510
C -0.163 -1.106 -0.116 0.450
C 1.063 0.638 1.217 -0.540
C -0.596 -0.830 -1.535 -0.438
C 2.056 -0.220 0.374 -0.579
C -0.345 0.113 0.796 -0.408
H -0.003 -0.267 -2.255 0.421
H 2.577 0.308 -0.440 0.266
H -0.944 -0.229 1.637 0.351
H 1.278 1.672 0.995 0.405
H -3.136 2.807 -0.856 0.316
H 1.090 0.368 2.266 0.222
H -2.222 1.571 -0.862 0.348
H -0.630 -2.048 0.157 0.403
H 1.437 -2.217 0.265 0.309
H 2.840 -0.702 0.983 0.283
H -0.847 0.949 0.311 -0.198
```

What should be chosen as the least stable of them? Choose entry one.